No. 1
Computed, not measured: the molecule C3H2N4O at a distorted geometry, with the ωB97M-V functional and the def2-TZVPD basis.

XYZ file:
```
10
Properties=species:S:1:pos:R:3:forces:R:3
C 1.4529 -1.2134 0.0154 -1.4 -1.5 -0.3
C -0.3740 -0.1682 -0.0677 -2.4 -3.3 -1.4
C 0.5500 0.8384 -0.0614 1.8 -0.6 1.7
H 2.2938 -1.9393 0.1285 -1.1 0.5 -0.5
H 2.6843 0.5129 0.2669 -1.8 -0.7 0.0
N 0.1679 -1.4887 -0.2725 2.6 1.4 1.7
N -1.6717 -0.0111 0.0289 -2.5 -1.5 0.1
N -2.7860 -0.2189 0.1697 2.5 1.1 -0.4
N 1.7092 0.1030 0.2802 2.4 0.9 -0.7
O 0.4140 1.9994 -0.1447 0.1 3.8 -0.4
```
Forces are in eV/Å.

Properties
E_tot	-11149.0189	eV
relative energy (zero: lowest compared OMol25 entry of this formula, charge and spin)	24.4	kJ/mol
HOMO level	-8.592	eV


No. 2
Computed, not measured: a structure of composition C4H15N2O at a distorted geometry, with the ωB97M-V functional and the def2-TZVPD basis.

XYZ file:
```
22
Properties=species:S:1:pos:R:3:forces:R:3
N -2.6153 0.9816 0.0093 -1.1 -0.9 -1.6
C -1.6285 0.3886 0.7099 -0.3 -0.8 1.2
C -1.6265 -1.1049 0.6083 -0.8 0.2 1.4
C -0.1848 0.9997 0.0523 2.7 1.5 -0.9
N 0.8579 0.6899 0.8094 -1.9 -1.0 1.3
C 3.9750 -0.1770 -0.2023 -0.6 0.1 0.1
H -1.6135 0.6953 1.7619 0.0 -0.2 -0.1
H -2.5017 0.5712 -0.9793 -0.2 0.4 0.1
H -3.5597 0.8981 0.3965 0.4 0.8 0.3
H 0.2026 -1.6049 -0.2096 -0.1 0.0 0.1
H -2.3749 -1.5406 -0.0398 0.3 0.0 -0.3
H -0.5369 -1.3950 0.0412 0.2 -0.3 -0.3
H -1.5847 -1.5635 1.5997 0.6 -0.3 -0.3
H -0.3950 2.0573 -0.1260 -0.4 0.1 0.7
H -0.1345 0.4312 -0.8899 -0.9 -0.3 -0.6
H 4.2397 -0.7243 -1.0993 0.0 0.1 -0.1
H 2.9155 -0.2956 0.0197 -0.1 -0.1 -0.2
H 4.1732 0.8862 -0.2894 0.2 0.0 -0.1
H 4.4861 -0.5856 0.6461 0.5 -0.1 0.4
H -1.5133 -0.5367 -2.6980 -0.2 0.0 -0.1
H 0.8780 1.3050 1.6286 1.2 0.8 -0.4
O -1.4586 -0.3761 -1.7493 0.4 -0.2 -0.5
```
Forces are in eV/Å.

Properties
charge	+1
E_tot	-9401.7421	eV
relative energy (zero: lowest compared OMol25 entry of this formula, charge and spin)	1150.1	kJ/mol
HOMO level	-13.704	eV


No. 3
Computed, not measured: a cluster of 2 separate species, C4H8N2O in total at a distorted geometry, with the ωB97M-V functional and the def2-TZVPD basis.

XYZ file:
```
15
Properties=species:S:1:pos:R:3:forces:R:3
C 2.1611 -0.2846 -0.0915 0.0 0.0 0.0
N 0.9369 -0.2683 0.3655 -0.1 0.0 0.0
C -0.0829 0.6164 0.2116 0.1 0.0 0.0
C -1.3044 0.3581 1.0528 0.0 0.3 0.0
O -1.5191 -1.0442 1.1932 -0.1 -0.1 -0.2
C 0.1393 1.7686 -0.5581 0.2 0.8 -0.5
N 0.3627 2.7061 -1.2161 -0.2 -0.9 0.6
H 2.5171 0.5596 -0.6689 -0.1 -0.1 0.1
H 2.7742 -1.1513 0.1093 -0.1 0.1 0.0
H -0.7657 -1.4695 -2.4193 0.0 0.0 0.0
H 0.6217 -1.0746 0.9100 0.1 0.1 -0.1
H -0.6751 -0.9272 -1.9152 0.0 0.0 -0.1
H -2.1696 0.8709 0.6140 0.1 -0.1 0.1
H -1.1977 0.7190 2.0834 0.0 0.0 -0.1
H -1.7984 -1.3790 0.3293 0.0 0.0 0.2
```
Forces are in eV/Å.

Properties
E_tot	-9302.2678	eV
relative energy (zero: lowest compared OMol25 entry of this formula, charge and spin)	398.0	kJ/mol
HOMO level (alpha / beta)	-7.630 / -7.630	eV


No. 4
Computed, not measured: a cluster of 2 separate species, C6H12O4 in total at a distorted geometry, with the ωB97M-V functional and the def2-TZVPD basis.

XYZ file:
```
22
Properties=species:S:1:pos:R:3:forces:R:3
C 1.8053 -0.1069 -0.5575 0.7 0.2 0.6
C 1.3801 -1.5294 -0.2570 0.1 -0.4 0.4
O 0.8935 -2.1693 -1.4317 -0.2 0.3 0.0
C -0.1937 -1.4192 -1.9622 -0.3 -0.4 -0.2
C 0.2314 0.0032 -2.2627 -0.4 0.3 -0.6
O 0.7181 0.6431 -1.0881 0.0 -0.1 -0.1
H 2.6499 -0.1085 -1.2731 -0.4 0.0 0.1
H 2.1420 0.4136 0.3596 -0.3 -0.3 -0.4
H 0.5992 -1.5323 0.5276 0.2 0.1 -0.3
H 2.2311 -2.1331 0.1128 -0.4 0.4 -0.2
H -0.5305 -1.9398 -2.8793 0.2 0.3 0.4
H -1.0383 -1.4177 -1.2467 0.2 0.0 -0.1
H 1.0123 0.0061 -3.0474 -0.2 0.0 0.3
H -0.6196 0.6069 -2.6326 0.4 -0.3 0.2
C -1.9708 1.5084 2.9638 -0.2 0.0 0.8
C -0.9149 1.1265 1.9700 -0.1 0.1 -0.6
O 0.1397 0.5855 2.2174 -0.4 0.2 0.0
O -1.2844 1.4674 0.7073 0.8 -0.5 0.5
H -1.6561 1.2254 3.9824 -0.1 0.1 -0.5
H -2.9192 0.9947 2.7331 0.4 0.3 0.0
H -2.1454 2.5972 2.9394 0.0 -0.5 -0.1
H -0.5299 1.1780 0.1250 -0.4 0.2 0.0
```
Forces are in eV/Å.

Properties
E_tot	-14606.4812	eV
relative energy (zero: lowest compared OMol25 entry of this formula, charge and spin)	70.5	kJ/mol
SMILES string	C1COCCO1.CC(=O)O
HOMO level	-9.672	eV


No. 5
Computed, not measured: a structure of composition C15H12F3N3OS at a distorted geometry, with the ωB97M-V functional and the def2-TZVPD basis.

XYZ file:
```
35
Properties=species:S:1:pos:R:3:forces:R:3
C 1.1743 0.4672 2.9416 -1.6 0.5 -3.5
N -0.2388 0.6167 2.4186 6.7 -1.5 -5.2
C -0.5309 0.5274 1.1225 -0.5 0.1 -8.0
N -1.8088 0.7824 0.7866 1.9 -1.0 -1.1
N -2.5283 0.9719 1.8755 5.6 -0.5 3.7
C -1.3715 0.8303 2.8052 -11.5 2.8 5.9
C -1.5174 0.9608 4.1971 -3.7 -2.7 5.1
C -1.0151 0.4038 5.3514 8.0 -0.9 -0.3
C -1.7859 0.6716 6.4554 -1.3 1.5 1.6
C -2.9286 1.2774 6.0388 5.4 -3.6 -3.6
O -2.7857 1.0853 4.7130 -4.3 4.6 -4.0
H -3.8269 1.4124 6.4290 -3.8 1.0 1.4
H -1.6169 0.7236 7.4700 1.3 -0.8 2.0
H 0.1206 -0.0024 5.4670 -2.9 1.0 -0.2
S 0.6010 0.3400 -0.3329 2.9 -0.1 3.4
C -0.2875 0.5661 -1.7778 -8.3 0.2 3.2
C 0.3013 0.3054 -2.9933 4.4 -7.8 -2.9
C 0.7025 -1.1354 -3.2419 -5.4 1.5 8.4
C 1.2463 -1.6423 -4.2371 6.2 3.5 -8.5
C 1.8074 -0.6046 -5.2771 -4.5 -1.8 1.9
C 1.2884 0.6895 -5.1240 7.1 -1.9 -6.4
C 0.8839 1.0255 -3.9465 -5.4 6.3 5.8
H 0.5177 2.0437 -3.6829 1.2 0.4 -1.1
H 1.8304 1.4807 -5.7805 -1.7 -1.2 0.8
H 2.0297 -1.1249 -6.1765 1.0 0.5 -0.9
C 1.6535 -2.9856 -4.5407 4.2 3.8 -7.0
F 1.1936 -3.2437 -5.8814 0.6 -0.2 1.7
F 3.0181 -3.3110 -4.5478 0.5 2.0 -1.5
F 1.3149 -3.7945 -3.7769 -6.0 -8.2 7.2
H 0.3978 -1.8861 -2.4535 0.0 1.0 -0.5
H -1.2740 -0.2631 -1.4701 2.5 2.3 -1.7
H -0.8821 1.5139 -1.8189 0.7 -0.4 0.3
H 1.2692 1.1606 3.6973 0.6 1.4 1.6
H 1.8218 0.6563 2.0289 -0.6 -0.2 1.4
H 1.2261 -0.5190 3.2618 0.5 -1.7 0.7
```
Forces are in eV/Å.

Properties
E_tot	-41244.0374	eV
relative energy (zero: lowest compared OMol25 entry of this formula, charge and spin)	1061.3	kJ/mol
HOMO level	-7.711	eV


No. 6
Computed, not measured: a cluster of 2 separate species, C2H5NO3 in total at a distorted geometry, with the ωB97M-V functional and the def2-TZVPD basis.

XYZ file:
```
11
Properties=species:S:1:pos:R:3:forces:R:3
O -0.6793 -1.4564 -1.4743 -0.2 -0.1 -0.5
C -0.0305 -1.2065 -0.5017 0.1 0.3 0.4
N 0.7708 -0.1027 -0.3450 0.3 0.4 0.1
C 1.1434 0.8366 -1.3647 -0.7 -0.1 -0.3
O 1.8710 0.5710 -2.2567 0.6 -0.3 -0.6
H -0.0898 -1.7884 0.4321 0.2 -0.2 0.0
H 1.4311 -0.0617 0.4089 -0.1 -0.3 0.6
H 0.7023 1.8316 -1.2772 -0.2 0.2 0.3
O -1.8798 0.3302 2.4151 -0.4 0.4 1.0
H -1.6576 1.2586 2.2683 0.1 -0.5 -0.3
H -1.5817 -0.2122 1.6952 0.3 0.1 -0.6
```
Forces are in eV/Å.

Properties
E_tot	-9786.9321	eV
relative energy (zero: lowest compared OMol25 entry of this formula, charge and spin)	121.3	kJ/mol
SMILES string	O=CNC=O.O
HOMO level	-10.715	eV